The following is a DFT calculation (wB97M-V/def2-TZVPD) of C36H36GeN7O7S3Sn as an isolated structure.

Output
Frontier orbital gap   0.2484 Ha
Total charge   +3
E_HOMO   -15.043 eV

Last column: Mulliken charge in e.
Element x y z (Å)
Sn: -0.88 1.90 -0.24  1.64
O: 0.08 -1.77 1.95  -0.13
S: 0.86 -0.77 0.78  1.50
O: 0.96 0.44 1.56  -0.64
O: -0.10 -0.87 -0.27  -0.57
C: 2.30 -1.81 0.63  -0.21
C: 2.63 -2.71 1.62  -0.69
C: 3.71 -3.57 1.41  -0.79
C: 4.43 -3.53 0.24  -0.78
C: 4.11 -2.60 -0.75  -0.65
C: 3.05 -1.75 -0.55  0.08
S: 2.75 -0.40 -1.64  1.51
O: 3.99 0.07 -2.17  -0.74
O: 2.04 0.50 -0.73  -0.39
O: 1.80 -0.87 -2.70  -0.21
H: 2.08 -2.76 2.55  0.69
H: 3.98 -4.27 2.19  0.49
H: 5.26 -4.21 0.09  0.49
H: 4.71 -2.52 -1.65  0.59
N: -1.37 -0.09 4.25  0.06
C: -1.67 -1.44 4.49  0.31
C: -1.80 -1.92 5.79  -0.90
C: -2.17 -3.24 5.97  -0.63
C: -2.42 -4.09 4.88  -0.78
C: -2.28 -3.61 3.60  -0.57
C: -1.89 -2.29 3.41  0.93
S: -1.55 -1.67 1.83  0.27
N: -1.85 -0.07 1.96  -0.35
C: -1.59 0.53 3.09  0.83
C: -1.62 2.03 3.13  -0.31
C: -2.08 2.66 4.27  -0.65
C: -2.12 4.05 4.32  -0.70
C: -1.68 4.76 3.22  -1.03
C: -1.25 4.05 2.11  -0.07
N: -1.22 2.72 2.04  0.43
H: -1.11 0.47 5.05  0.39
H: -1.64 -1.28 6.64  0.45
H: -2.29 -3.62 6.97  0.43
H: -2.72 -5.11 5.05  0.46
H: -2.45 -4.25 2.74  0.49
H: -2.46 2.09 5.11  0.57
H: -2.48 4.56 5.21  0.48
H: -1.68 5.84 3.21  0.49
H: -0.92 4.59 1.23  0.49
C: -1.56 5.83 -2.02  -0.41
N: -2.93 5.45 -1.70  -0.21
C: -3.28 4.34 -1.06  0.59
N: -4.58 4.15 -0.78  -0.43
O: -2.45 3.45 -0.71  -0.76
H: -1.40 6.87 -1.75  0.36
H: -1.35 5.69 -3.08  0.31
H: -0.88 5.21 -1.43  -0.10
H: -3.66 6.08 -1.99  0.22
H: -5.29 4.82 -1.01  0.19
H: -4.86 3.30 -0.33  0.21
Ge: 1.33 -2.58 -3.52  0.36
C: 0.75 -3.72 -2.09  0.41
C: 1.59 -4.76 -1.69  -0.55
C: 1.17 -5.69 -0.75  -0.86
C: -0.11 -5.59 -0.21  -0.63
C: -0.95 -4.56 -0.60  -0.88
C: -0.53 -3.63 -1.54  0.27
C: 0.07 -1.94 -4.79  0.37
C: -1.26 -2.37 -4.80  0.06
C: -2.14 -1.89 -5.76  -0.83
C: -1.71 -0.98 -6.71  -0.44
C: -0.39 -0.55 -6.71  -0.72
C: 0.50 -1.03 -5.76  -0.67
H: 2.71 -2.96 -4.05  0.02
H: 2.57 -4.87 -2.13  0.45
H: 1.82 -6.50 -0.46  0.50
H: -0.45 -6.33 0.50  0.47
H: -1.96 -4.51 -0.20  0.64
H: -1.20 -2.84 -1.84  0.36
H: -1.60 -3.12 -4.09  0.51
H: -3.16 -2.25 -5.77  0.42
H: -2.39 -0.62 -7.46  0.43
H: -0.04 0.14 -7.47  0.42
H: 1.53 -0.70 -5.78  0.39
C: 4.38 3.88 0.56  -0.86
N: 3.04 3.71 -0.01  0.12
C: 2.69 3.98 -1.32  -0.74
C: 1.38 3.67 -1.43  -0.64
N: 0.92 3.24 -0.19  0.23
C: 1.96 3.27 0.62  -0.44
H: 4.74 4.88 0.35  0.36
H: 5.06 3.14 0.12  0.34
H: 4.33 3.73 1.63  0.32
H: 3.40 4.34 -2.04  0.52
H: 0.75 3.72 -2.30  0.56
H: 1.97 2.94 1.65  0.49

The following is a DFT calculation (wB97M-V/def2-TZVPD) of an isolated ion of composition C9H13N4OS and charge +1.

Output
Frontier orbital gap   0.3078 Ha
Total charge   +1
E_HOMO   -12.774 eV

Last column: natural (NBO) charge in e.
Element x y z (Å)
C: 0.24 -0.10 1.11  0.06
C: 1.94 -1.39 1.92  0.06
C: -0.46 -1.57 1.06  -0.08
C: -2.69 -0.79 0.53  0.52
C: -0.96 0.64 -0.68  0.80
C: -1.84 -1.86 0.99  -0.39
C: 1.86 2.45 -1.07  -0.62
C: 2.04 0.15 -1.80  -0.63
C: 1.68 1.02 -0.68  -0.04
N: 1.52 -0.31 1.51  -0.41
N: -2.18 0.33 0.07  -0.62
N: 0.30 0.82 -0.06  -0.43
N: -3.97 -1.01 0.46  -0.70
O: -1.15 0.83 -1.83  -0.51
S: 0.70 -2.70 1.67  0.35
H: -0.33 0.32 2.01  0.25
H: 2.87 -1.71 2.26  0.23
H: -2.17 -2.87 1.38  0.27
H: 2.88 2.62 -1.10  0.23
H: 1.29 2.54 -2.03  0.22
H: 1.35 3.20 -0.43  0.23
H: 3.05 0.39 -2.17  0.24
H: 1.39 0.30 -2.62  0.23
H: 2.01 -0.90 -1.40  0.20
H: 2.35 0.78 0.24  0.26
H: -2.89 1.06 -0.10  0.43
H: -4.38 -1.87 0.82  0.44
H: -4.46 -0.37 -0.05  0.41

The following is a DFT calculation (wB97M-V/def2-TZVPD) of C32H22N6PPtS2 as an isolated structure.

Output
Frontier orbital gap   0.2334 Ha
Total charge   -1
E_HOMO   -4.027 eV

Last column: natural (NBO) charge in e.
Element x y z (Å)
Pt: -0.05 -0.21 -0.70  0.49
C: -1.08 2.40 5.10  -0.20
C: 0.10 2.06 4.47  -0.21
C: 0.07 1.28 3.32  -0.17
C: -1.15 0.82 2.81  -0.39
C: -2.33 1.17 3.46  -0.13
C: -2.30 1.95 4.60  -0.24
P: -1.08 -0.17 1.29  1.12
C: -2.78 -0.01 0.61  -0.37
C: -3.35 -1.10 -0.05  -0.13
C: -4.51 -0.95 -0.78  -0.23
C: -5.13 0.29 -0.86  -0.21
C: -4.57 1.38 -0.21  -0.21
C: -3.40 1.23 0.52  -0.20
C: -0.99 -1.90 1.83  -0.35
C: -1.60 -2.40 2.96  -0.20
C: -1.48 -3.78 3.24  -0.23
C: -0.74 -4.59 2.43  -0.19
C: -0.07 -4.08 1.29  0.02
C: 0.76 -4.89 0.48  -0.26
C: 1.42 -4.32 -0.57  -0.19
C: 1.26 -2.95 -0.89  -0.27
C: 0.43 -2.12 -0.17  -0.19
C: -0.22 -2.71 0.97  -0.11
H: -1.06 3.02 5.99  0.21
H: 1.05 2.41 4.85  0.23
H: 0.99 1.02 2.82  0.23
H: -3.28 0.81 3.08  0.22
H: -3.22 2.21 5.10  0.21
H: -2.87 -2.08 0.01  0.21
H: -4.93 -1.80 -1.31  0.21
H: -6.03 0.41 -1.44  0.21
H: -5.04 2.35 -0.28  0.21
H: -2.94 2.10 0.97  0.23
H: -2.16 -1.76 3.62  0.21
H: -1.98 -4.18 4.11  0.21
H: -0.63 -5.64 2.66  0.20
H: 0.87 -5.94 0.71  0.20
H: 2.07 -4.93 -1.19  0.20
H: 1.82 -2.56 -1.73  0.21
S: -0.56 2.10 -1.21  -0.30
C: 1.13 2.56 -1.15  -0.08
C: 1.72 2.74 0.09  -0.18
C: 3.06 3.09 0.25  -0.20
C: 3.58 3.33 1.56  0.30
N: 3.98 3.54 2.62  -0.37
C: 3.84 3.23 -0.90  -0.17
C: 3.24 3.09 -2.15  -0.17
C: 1.87 2.81 -2.30  -0.21
S: 1.14 2.88 -3.86  -0.44
C: 5.23 3.54 -0.83  0.32
N: 6.36 3.77 -0.79  -0.36
H: 1.11 2.59 0.98  0.22
H: 3.84 3.21 -3.04  0.22
N: 1.94 0.74 -5.63  -0.79
C: 2.27 -0.55 -5.39  0.66
N: 3.17 -1.16 -6.22  -0.79
N: 1.81 -1.29 -4.41  -0.66
C: 0.99 -0.89 -3.51  0.58
N: 0.19 -0.70 -2.69  -0.53
H: 2.46 1.25 -6.32  0.39
H: 1.39 1.29 -4.99  0.43
H: 3.21 -0.84 -7.17  0.38
H: 3.21 -2.16 -6.10  0.40

The following is a DFT calculation (wB97M-V/def2-TZVPD) of an isolated ion of composition C6H11N2O2 and charge +1.

Output
Frontier orbital gap (spin up / spin down)   0.2886 / 0.2927 Ha
Total charge   +1
E_HOMO (spin up / spin down)   -13.079 / -13.039 eV

Last column: natural (NBO) charge in e.
Element x y z (Å)
C: -1.47 -0.39 -0.92  0.33
C: 0.53 0.01 0.57  0.46
C: -0.55 -0.48 -2.07  -0.52
C: 1.40 -0.10 -0.56  -0.60
C: 0.65 0.44 -1.79  -0.36
C: 1.55 0.96 2.50  -0.48
N: -2.48 -0.97 -0.38  0.29
N: 0.45 0.50 1.74  -0.50
O: -2.79 -0.66 0.97  -0.55
O: -3.31 -1.59 -1.05  -0.39
H: -0.15 -1.56 -2.30  0.25
H: -1.05 -0.12 -2.88  0.27
H: 2.36 0.59 -0.41  0.27
H: 1.86 -1.14 -0.85  0.31
H: 1.35 0.33 -2.74  0.25
H: 0.44 1.57 -1.66  0.24
H: 2.39 1.61 2.08  0.26
H: 1.18 1.49 3.40  0.25
H: 1.85 -0.02 2.98  0.24
H: -3.69 -1.00 1.20  0.52
H: -0.51 0.54 2.17  0.46

We obtain max |F| values of 0.95, 4.47, 2.95, 4.26 eV Å⁻¹ for the records listed above, in that order.
We obtain ΔE to the lowest compared entry with this formula, charge and spin values of 157.6, 187.1, 272.0, 962.3 kJ/mol for the records listed above, in that order.